29
Properties=species:S:1:pos:R:3:forces:R:3 method="wB97M-V/def2-TZVPD" charge=-1 e_above_lowest_kj_mol=2.3 homo_energy_ev=-4.06 gap_ev=7.1244
Au 1.803420 -1.256596 -1.182076 -0.136 0.261 -0.463
C -2.437480 -1.255514 -1.009685 -0.669 -0.752 -0.200
C -1.794506 -0.045079 -0.442494 1.410 1.234 0.442
C -2.473673 0.750509 0.545194 -1.171 -0.880 -0.024
C -1.931491 1.933301 0.962001 -0.253 0.587 -0.161
C -0.747370 2.402923 0.354931 1.345 -0.574 -0.674
C -0.161658 3.658978 0.642914 0.690 -0.452 -1.800
C 0.832093 4.128570 -0.206764 -0.576 -0.361 1.396
C 1.477548 3.276032 -1.091210 -1.015 -0.670 -0.909
C 1.126598 1.938539 -1.274566 0.022 0.246 1.594
S 2.296010 0.842418 -1.979171 -0.078 -0.040 -0.236
C -0.077813 1.527262 -0.607345 -0.708 0.187 0.877
N -0.588495 0.304720 -0.898198 -1.598 -0.061 -0.084
H -3.113818 -1.706106 -0.279610 -0.042 0.067 0.025
H -1.730880 -2.043449 -1.281331 0.155 0.360 -0.055
H -3.060099 -1.004115 -1.896445 0.460 -0.034 0.400
H -3.476892 0.360248 0.910613 1.415 0.698 -0.355
H -2.421620 2.666256 1.630237 0.080 -0.869 -0.154
H -0.424861 4.269578 1.456985 -0.881 0.582 0.883
H 1.173679 5.137039 -0.014927 0.270 0.053 -0.308
H 2.181296 3.645848 -1.780793 1.278 0.535 -0.326
C 2.430383 -3.599573 1.461931 0.695 -1.388 0.865
S 0.920599 -3.829547 0.551916 0.487 3.333 -3.306
O 0.624152 -5.204342 0.356171 -0.212 -1.328 0.533
O 1.340313 -3.251308 -0.880022 -0.387 -1.232 2.607
O -0.071424 -2.935440 1.114156 0.078 -0.699 0.448
H 3.214141 -3.955204 0.794269 0.033 0.138 -0.059
H 2.545925 -4.217052 2.411878 -0.693 0.902 -1.104
H 2.545928 -2.538882 1.631431 0.002 0.156 0.150

36
Properties=species:S:1:pos:R:3:forces:R:3 method="wB97M-V/def2-TZVPD" charge=-2 homo_energy_ev=-0.57 gap_ev=4.8199
Pd 0.027691 -0.652990 0.667481 0.601 0.142 -0.400
Cl 1.519377 -3.573889 0.666068 -0.008 -0.072 -0.004
C 2.473679 -2.269426 1.327090 -0.052 -0.016 -0.029
C 1.884510 -0.994949 1.376911 0.109 0.095 0.292
C 2.743587 -0.020901 1.925822 -0.111 -0.147 -0.045
Cl 2.153042 1.619051 2.080208 -0.026 0.011 -0.016
C 4.039753 -0.272707 2.364750 0.044 0.080 0.028
Cl 5.043799 0.996384 3.017108 -0.027 -0.031 -0.014
C 4.560735 -1.560422 2.289699 0.013 -0.007 0.004
Cl 6.174338 -1.903477 2.837015 -0.041 0.014 -0.014
C 3.757402 -2.568805 1.766150 0.052 -0.074 -0.015
Cl 4.394358 -4.188915 1.678363 -0.009 0.041 -0.003
C 1.713042 3.400907 -2.871143 -0.003 0.006 -0.028
C 0.999778 2.830265 -1.649682 -0.052 -0.041 -0.002
N 1.236812 1.529447 -1.427850 0.189 -0.067 -0.023
O 0.260774 3.539609 -0.981933 0.015 0.004 0.027
H 2.727373 3.012361 -2.972935 -0.003 -0.003 -0.004
H 1.740133 4.484116 -2.782414 0.005 0.003 0.001
H 1.151840 3.137101 -3.769875 0.000 0.000 0.002
H 1.855258 1.030419 -2.041499 0.014 0.002 0.008
H 0.862814 0.974177 -0.639322 -0.189 0.188 0.044
C -2.862683 0.034139 1.237051 -0.042 -0.115 -0.015
C -2.630917 0.431326 -0.184308 -0.002 -0.072 0.021
C -3.694207 1.168614 -0.954196 0.009 -0.018 0.032
O -1.568001 0.163982 -0.709330 -0.028 0.063 -0.072
H -3.350328 0.817228 1.821632 0.019 0.040 -0.039
H -1.872309 -0.224660 1.643629 -0.248 0.036 0.293
H -3.498412 -0.856733 1.237050 0.002 0.020 -0.003
H -4.654807 1.137004 -0.444047 -0.004 -0.011 -0.019
H -3.791539 0.711624 -1.935786 0.001 0.003 -0.008
H -3.367362 2.205474 -1.068838 0.004 0.005 0.009
F -4.570258 -3.162367 0.547865 -0.014 -0.004 0.017
B -3.993080 -2.837696 -0.702008 -0.003 0.057 -0.013
F -2.620579 -2.611639 -0.549730 -0.207 -0.124 -0.029
F -4.611205 -1.645721 -1.178828 -0.013 -0.004 0.003
F -4.234411 -3.877932 -1.620170 0.004 -0.006 0.015

28
Properties=species:S:1:pos:R:3:forces:R:3 method="wB97M-V/def2-TZVPD" charge=+2 e_above_lowest_kj_mol=0.0 homo_energy_ev="-16.93 / -16.93" gap_ev="7.3767 / 7.3889"
Cl 2.962295 0.454968 0.239550 -1.397 -0.485 0.415
C -0.612178 2.889096 0.232460 0.239 -0.523 0.360
C -1.492585 2.263622 -0.694878 0.852 -0.052 -0.670
C -0.712595 1.828135 -1.813773 0.512 1.006 0.146
H -2.566479 2.147043 -0.621583 0.066 0.070 0.158
C 0.670887 2.169019 -1.574569 -1.109 0.439 0.263
C 0.710754 2.822556 -0.291756 -0.204 0.195 -0.668
H 1.637897 3.122634 0.187411 -0.230 0.141 0.031
H -0.887635 3.222494 1.247870 0.167 0.068 -0.783
H -1.067930 1.481315 -2.789279 -0.037 -0.277 0.556
C 1.831080 1.676756 -2.381006 0.547 -0.034 0.167
Ce 0.280732 0.385976 0.087028 1.036 -0.637 0.269
C -1.802296 0.386112 2.114068 -2.523 -1.289 3.290
C 1.491679 0.043592 2.384829 3.714 -1.863 4.621
O -2.509030 0.087513 2.975516 2.690 1.276 -3.396
O 2.215183 -0.317614 3.228375 -3.617 1.793 -3.851
H 1.582289 0.735399 -2.909992 0.117 0.460 0.055
H 2.696357 1.483144 -1.705948 -0.659 0.411 -1.030
H 2.132674 2.427490 -3.123347 -0.136 -0.191 0.012
N -0.349077 -2.651879 1.584350 -0.125 0.010 -0.990
C -0.680535 -3.927670 1.309789 0.036 0.588 -0.331
C -1.032184 -3.996712 -0.032998 0.146 0.924 -0.029
C -0.898134 -2.696127 -0.535076 0.527 -0.237 1.595
N -0.446462 -1.846867 0.454384 -0.532 -1.714 0.269
H -0.072618 -2.270208 2.481800 -0.010 -0.139 -0.241
H -0.648151 -4.711016 2.056223 0.009 0.191 0.006
H -1.337083 -4.865722 -0.576445 -0.114 -0.215 -0.106
H -1.096856 -2.343049 -1.533003 0.037 0.085 -0.118